The following is a quantum chemistry calculation of a molecular structure, C9H24N4S3Zn in a non-equilibrium geometry, from the Open Molecules 2025 dataset.

```
! RIJCOSX wB97M-V def2-TZVPD def2/J DEFGRID3
* xyz 2 1
C 1.45 2.42 0.28
N 0.89 1.46 -0.70
H 0.12 3.05 -1.95
H 3.48 1.66 0.33
H -2.41 -2.79 0.88
H 1.66 1.11 -1.29
C 1.86 -2.72 -0.76
H -0.17 -2.94 0.75
C -2.64 -0.45 -2.09
H -2.94 0.45 -1.54
H 1.76 3.37 -0.20
S -1.74 0.76 1.59
H 1.15 -0.44 3.67
N -1.91 -2.01 1.33
C 2.41 -1.70 -1.41
H 2.07 -1.40 -2.41
H 2.95 2.34 1.86
S 2.20 0.08 1.58
H -0.06 -2.12 2.13
H 0.87 1.27 3.21
Zn -0.04 -0.08 0.43
C 2.62 1.76 1.00
H -4.47 -1.50 1.19
H 3.27 -1.15 -1.00
S -0.82 -0.59 -2.07
H 0.65 2.66 0.99
H 2.23 -3.04 0.23
C -2.50 -0.77 1.34
H 0.99 -3.27 -1.16
C 1.62 0.47 3.26
H -3.01 -0.41 -3.13
H 0.45 0.97 -3.36
H -3.06 -1.35 -1.61
H -1.05 2.17 -0.95
N -0.49 -2.09 1.20
C -0.43 1.07 -2.71
H 2.46 0.76 3.91
H -4.19 0.24 1.01
H -1.26 1.41 -3.34
N -3.82 -0.71 1.12
C -0.15 2.05 -1.58
*
```

HOMO-LUMO gap = 9.369 eV
HOMO = -15.657 eV
LUMO = -6.29 eV

Mulliken atomic charge list, values in e, 2 entries: atom 1 (C): -0.6513, atom 2 (N): -0.1444